[1]
Density functional theory data (ωB97M-V with the def2-TZVPD basis set) for C5H10O in the gas phase at a distorted geometry.

```
16
C5H10O | the Open Molecules 2025 dataset | ωB97M-V with the def2-TZVPD basis set
C -0.083 -1.394 1.112
C 0.643 -0.342 0.341
C -0.202 0.873 0.019
C -1.129 0.837 -1.185
C 0.110 1.659 -1.237
H 1.533 -2.382 1.692
H -0.373 -1.065 2.125
H -0.995 -1.675 0.583
H 1.516 -0.032 0.931
H 1.067 -0.711 -0.554
H -0.526 1.464 0.884
H -1.174 -0.136 -1.753
H -2.072 1.400 -1.112
H 0.035 2.761 -1.182
H 0.946 1.287 -1.848
O 0.703 -2.544 1.185
```

Computed properties:
SMILES string   OCCC1CC1
Multiplicity   1
Frontier orbital gap   10.91 eV
Total energy   -271.7037 a.u.

[2]
Density functional theory data (ωB97M-V with the def2-TZVPD basis set) for C5H10O in the gas phase.

```
16
C5H10O | the Open Molecules 2025 dataset | ωB97M-V with the def2-TZVPD basis set
C 1.987 0.560 -0.897
C 0.733 0.937 -0.109
C 0.230 -0.202 0.747
O -0.874 0.073 1.601
C -1.053 -0.903 0.583
C -2.081 -0.604 -0.476
H 2.769 0.183 -0.226
H 2.395 1.431 -1.421
H 1.783 -0.218 -1.642
H 0.961 1.775 0.563
H -0.054 1.291 -0.785
H 1.030 -0.765 1.240
H -1.100 -1.925 0.970
H -1.974 0.407 -0.880
H -3.085 -0.686 -0.044
H -2.006 -1.324 -1.299
```

Computed properties:
SMILES string   CC[C@H]1O[C@H]1C
Multiplicity   1
Frontier orbital gap   11.16 eV
Total energy   -271.7113 a.u.

[3]
Density functional theory data (ωB97M-V with the def2-TZVPD basis set) for C5H10O in the gas phase.

```
16
C5H10O | the Open Molecules 2025 dataset | ωB97M-V with the def2-TZVPD basis set
C -1.988 -1.045 -0.016
O -0.639 -1.097 0.388
C -0.039 1.139 -0.260
C 0.650 2.046 0.421
C 0.290 -0.331 -0.370
C 1.665 -0.729 0.143
H -2.591 -0.409 0.644
H -2.387 -2.061 0.031
H -2.109 -0.684 -1.043
H -0.961 1.439 -0.760
H 1.574 1.802 0.937
H 0.307 3.074 0.487
H 0.215 -0.618 -1.435
H 1.782 -1.811 0.041
H 1.760 -0.480 1.203
H 2.471 -0.236 -0.410
```

Computed properties:
SMILES string   C=C[C@@H](C)OC
Multiplicity   1
Frontier orbital gap   10.81 eV
Total energy   -271.7010 a.u.

[4]
Density functional theory data (ωB97M-V with the def2-TZVPD basis set) for a molecular structure, C5H10O at a distorted geometry.

```
16
C5H10O | the Open Molecules 2025 dataset | ωB97M-V with the def2-TZVPD basis set
C -1.974 0.228 -0.890
C -0.489 0.391 -0.935
C 0.183 0.861 0.352
C 1.201 -0.487 -0.197
C 1.378 -0.913 1.280
O 0.192 -0.860 -1.014
H -2.325 -0.248 -1.810
H -2.275 -0.390 -0.039
H -2.472 1.197 -0.786
H -0.191 1.008 -1.796
H 0.635 1.853 0.346
H -0.451 0.733 1.231
H 2.051 0.056 -0.611
H 1.740 -0.316 2.122
H 0.586 -1.521 1.709
H 2.209 -1.592 1.038
```

Computed properties:
Multiplicity   1
Frontier orbital gap   9.57 eV
Total energy   -271.6251 a.u.

What highest occupied orbital energy values result from the calculations? In sequence: -9.88, -10.02, -9.69, -8.39 eV.
What energy relative to the best compared isomer or geometry (same formula, charge and spin) values result from the calculations? In sequence: 128.5, 108.5, 135.5, 334.7 kJ/mol.